Record 1
ORCA calculation (ωB97M-V/def2-TZVPD) on 2 unconnected molecules or ions with the total composition C7H15BO3.

Values from the calculation:
Total charge = 0
Energy = -526.2522 Ha
Gap between HOMO and LUMO = 10.928 eV
LUMO energy = 0.61 eV

Geometry as XYZ:
```
26
Properties=species:S:1:pos:R:3:forces:R:3:lowdin_charge:R:1
B -0.266009 2.747398 3.250603 -0.3 -0.2 -0.1 0.025
C -0.290188 1.483266 2.332484 0.4 0.8 0.0 -0.202
C 0.935450 1.364151 1.385373 -0.4 -0.6 -0.1 -0.439
C 0.544483 1.592152 -0.081024 0.5 -0.1 0.1 -0.082
C 1.556875 -0.040547 1.491354 0.0 0.7 -0.3 -0.074
H 0.760696 3.204152 3.651198 0.0 0.0 0.0 0.026
H -1.286175 3.292619 3.549734 0.0 0.0 0.1 0.017
H -1.236692 1.439874 1.793934 0.0 -0.2 -0.1 0.088
H -0.277469 0.612830 2.995264 -0.2 0.0 0.2 0.102
H 1.678945 2.112346 1.652387 0.1 0.0 0.2 0.110
H 0.577410 2.639732 -0.374959 -0.3 0.1 0.0 0.075
H -0.427234 1.151321 -0.289901 -0.2 0.1 -0.1 0.071
H 1.262490 1.067135 -0.710178 0.1 0.0 -0.2 0.069
H 0.974165 -0.725321 0.879038 0.0 -0.2 0.3 0.052
H 1.600972 -0.380164 2.522062 0.1 -0.1 0.1 0.075
H 2.556800 -0.014434 1.060286 0.1 -0.2 0.1 0.081
C -0.702058 -1.562889 -3.285994 0.0 0.1 -0.1 -0.115
C -1.752718 -2.517240 -2.758087 -0.1 0.0 -0.1 -0.118
O -1.043110 -3.210556 -1.727687 0.0 0.1 0.0 0.062
C -0.019842 -2.423499 -1.312186 0.1 -0.1 0.1 -0.561
O 0.652870 -2.636947 -0.356820 -0.1 -0.1 -0.2 0.161
O 0.126785 -1.359816 -2.138400 0.0 0.0 0.0 0.049
H -1.111060 -0.616399 -3.629677 0.1 0.1 0.1 0.132
H -0.098497 -2.003794 -4.081230 0.0 0.0 0.0 0.133
H -2.602407 -1.997952 -2.311255 0.0 0.0 0.0 0.133
H -2.114481 -3.217419 -3.506318 0.1 -0.1 0.1 0.131
```
Positions in Å, forces in eV/Å.

Record 2
ORCA calculation (ωB97M-V/def2-TZVPD) on a molecular structure, C7H15BrNO.

Values from the calculation:
Total charge = +1
Energy = -2979.3661 Ha
Energy above the lowest of the compared OMol25 structures with the same formula, charge and spin = 61.3 kcal per mole
Gap between HOMO and LUMO = 10.089 eV
LUMO energy = -4.16 eV

Geometry as XYZ:
```
25
Properties=species:S:1:pos:R:3:forces:R:3:lowdin_charge:R:1
C 1.261380 -1.517675 0.768540 -1.1 1.7 2.5 -0.171
C 2.009334 -0.496414 -0.147820 0.9 -2.7 -1.3 -0.094
C -0.708026 -2.042834 -0.851348 1.1 -2.3 4.4 -0.279
C -0.019110 0.623812 0.181989 -1.8 -1.3 -1.1 -0.263
C 0.029972 1.354175 1.558027 0.7 0.0 -2.3 0.044
C -1.010954 2.350104 -1.100902 -1.9 0.9 -1.2 -0.068
C -1.311512 0.927957 -0.632620 3.1 2.3 2.0 -0.140
N -0.137757 -1.308135 0.370041 -3.0 1.5 0.6 -0.120
O 1.129530 0.596261 -0.622315 -0.6 -1.4 2.7 -0.040
Br -0.377269 -4.129591 -0.329214 -0.2 1.8 -0.8 0.576
H 1.357497 -2.623532 0.695577 1.3 0.9 -0.1 0.059
H 1.338113 -1.129325 1.906261 -0.2 -1.3 -2.5 0.170
H 2.989717 -0.219889 0.352372 -1.3 0.2 -1.1 0.155
H 2.124697 -1.197965 -1.056811 0.8 1.8 0.8 0.150
H -0.010834 -1.786567 -1.568811 0.4 0.1 -2.5 0.050
H -1.796124 -2.188901 -0.886788 0.7 1.2 -0.4 0.078
H -0.875235 1.473437 2.116878 -0.7 -0.5 0.0 0.101
H 0.334038 2.373332 1.270370 0.0 -0.3 0.1 0.110
H -1.925397 2.837422 -1.548065 1.0 -0.6 0.3 0.119
H -0.229764 2.290308 -1.813293 0.5 0.0 -1.2 0.073
H -0.606994 3.054304 -0.415078 -0.1 0.3 1.2 0.064
H -1.399163 0.364619 -1.492644 -0.2 -1.6 -1.6 0.085
H -2.167245 0.909661 -0.014968 -0.9 -0.3 0.8 0.115
H -0.820883 -1.491831 1.123849 0.8 0.2 -0.2 0.161
H 0.821988 0.977270 2.136771 0.9 -0.5 1.0 0.065
```
Positions in Å, forces in eV/Å.

Record 3
ORCA calculation (ωB97M-V/def2-TZVPD) on C7H15Cl3Si in the gas phase.

Values from the calculation:
Total charge = 0
Energy = -1945.9253 Ha
Energy above the lowest of the compared OMol25 structures with the same formula, charge and spin = 17.6 kcal per mole
Gap between HOMO and LUMO = 11.424 eV
LUMO energy = 0.62 eV

Geometry as XYZ:
```
26
Properties=species:S:1:pos:R:3:forces:R:3:lowdin_charge:R:1
Cl -3.037582 -0.461871 0.353399 -0.6 -0.2 -0.5 0.369
Cl -3.170689 -1.384315 3.466238 0.5 0.0 -0.2 0.303
Cl -1.509112 1.331596 2.476207 0.1 0.3 0.5 0.313
C -0.346087 2.997733 -1.514802 0.6 -0.6 -0.6 -0.114
C 0.755074 2.009331 -1.156739 2.1 -1.0 -0.7 -0.270
C 0.375565 0.506095 -0.865686 -0.1 1.7 0.3 -0.229
C 1.578804 -0.385768 -0.533365 -1.8 0.6 2.9 -0.187
C 1.214927 -1.890743 -0.281456 0.0 0.8 0.4 -0.180
C -0.223676 -2.168884 0.295168 0.8 0.4 -1.7 -0.259
C -0.375102 -1.578906 1.693736 -1.3 -1.3 0.8 -0.323
Si -1.912402 -0.613623 2.024886 0.0 1.1 -0.2 -0.653
H -0.877740 2.633049 -2.418582 0.2 0.5 0.5 0.083
H 0.123426 3.980459 -1.677425 -0.4 -0.3 -0.2 0.075
H -1.032198 3.099336 -0.699820 -0.6 0.0 0.4 0.051
H 1.563335 2.038035 -1.952249 -1.0 -0.2 0.3 0.114
H 1.376387 2.383368 -0.325263 -0.6 -0.1 0.3 0.104
H -0.318100 0.590217 -0.015923 0.3 -0.3 0.0 0.039
H -0.248481 0.096767 -1.635067 -0.2 -0.2 -0.9 0.102
H 2.417247 -0.119316 -1.117674 0.8 -0.6 -1.3 0.090
H 1.907454 0.030423 0.437676 0.0 -0.2 0.0 0.107
H 1.365466 -2.392428 -1.205555 -0.3 -0.7 -0.9 0.087
H 1.941320 -2.332174 0.401524 0.1 0.1 0.1 0.101
H -0.484902 -3.240310 0.097812 0.3 0.8 0.8 0.127
H -0.894145 -1.604890 -0.346240 -0.1 -0.3 -0.3 0.018
H -0.757581 -2.303559 2.435764 1.0 -0.8 -0.1 0.050
H 0.568791 -1.219620 2.063435 0.1 0.5 0.4 0.083
```
Positions in Å, forces in eV/Å.

Record 4
ORCA calculation (ωB97M-V/def2-TZVPD) on a molecular structure, C7H15Cl4NbP.

Values from the calculation:
Total charge = -1
Energy = -2514.6541 Ha
Energy above the lowest of the compared OMol25 structures with the same formula, charge and spin = 16.4 kcal per mole
Gap between HOMO and LUMO = 6.345 eV
LUMO energy = 2.22 eV

Geometry as XYZ:
```
28
Properties=species:S:1:pos:R:3:forces:R:3:lowdin_charge:R:1
C 1.375047 -1.532475 2.659781 -0.9 0.1 0.8 -0.130
C 1.171027 -1.101950 1.530082 -0.1 -0.5 0.0 -0.398
Nb 0.534274 -0.548633 -0.615818 1.5 2.1 1.8 0.962
C 2.698001 -0.737113 -1.274898 0.4 -0.6 -0.5 -0.425
Cl 0.960931 1.886826 -0.168663 -0.2 -0.5 -0.2 -0.209
P -1.879880 -0.343181 0.319816 0.2 -0.5 -0.9 0.604
C -2.916344 0.741516 -0.862388 -0.3 0.2 0.8 -0.421
C -2.654558 -2.068926 0.444608 0.0 0.0 -0.5 -0.545
C -2.607884 -2.930492 -0.869808 -0.9 -1.0 0.3 -0.232
H 1.224797 -1.801808 3.722224 0.6 0.2 -1.3 -0.004
H -0.029542 -0.038582 -2.273327 -0.1 -0.3 0.0 -0.153
H 0.312643 -2.279616 -1.030743 0.1 0.2 -0.1 -0.114
H 3.264359 -1.217450 -0.421277 -0.6 0.2 -0.9 -0.028
H 3.161808 0.286356 -1.399165 -0.7 -1.0 0.0 -0.040
H 2.828443 -1.336771 -2.225308 0.1 0.6 1.0 -0.037
H -2.311949 1.666977 -1.089772 -0.4 -1.2 0.0 0.007
H -3.795316 1.121053 -0.257085 0.6 -0.6 -0.9 0.010
H -3.230023 0.191613 -1.783655 0.2 0.7 0.7 0.012
H -2.056704 -2.624632 1.224878 -0.7 0.8 -0.6 0.057
H -3.716553 -1.933048 0.786148 0.9 -0.4 -0.2 0.048
H -1.601629 -3.389332 -1.076529 -0.9 1.0 0.2 0.023
H -3.020961 -2.412363 -1.782395 0.7 -0.3 1.0 0.059
H -3.292648 -3.822143 -0.693327 0.6 0.9 -0.3 0.056
C 3.059096 4.749672 1.391212 0.0 0.0 0.0 -1.548
Cl 4.014849 4.314934 2.814048 0.0 0.0 -0.1 0.504
Cl 1.872743 5.996957 1.797001 0.0 -0.1 0.0 0.499
Cl 4.111215 5.296275 0.079201 0.0 0.0 0.0 0.500
H 2.524770 3.866343 1.055146 0.0 0.0 0.0 -0.057
```
Positions in Å, forces in eV/Å.

Record 5
ORCA calculation (ωB97M-V/def2-TZVPD) on a molecular structure, C7H15F3KO6P.

Values from the calculation:
Total charge = 0
Energy = -1968.1015 Ha
Energy above the lowest of the compared OMol25 structures with the same formula, charge and spin = 28.5 kcal per mole
Gap between HOMO and LUMO = 6.828 eV
LUMO energy = -0.41 eV

Geometry as XYZ:
```
33
Properties=species:S:1:pos:R:3:forces:R:3:lowdin_charge:R:1
K -0.378956 2.069820 -0.910048 0.5 -0.8 -0.1 0.880
C 2.963388 0.175084 -1.043727 -2.2 0.0 1.4 -0.486
O 3.578885 1.413957 -0.764371 1.1 0.8 -1.3 -0.111
O 1.641403 0.337163 -1.432316 2.1 -0.5 -0.1 -0.339
C 3.904557 -0.850827 -1.796799 0.5 -0.3 0.2 -0.511
F 3.710168 -2.115018 -1.384544 -1.3 -0.3 0.0 0.113
F 3.717042 -0.819931 -3.119043 0.4 0.0 -0.1 0.135
F 5.271684 -0.776902 -1.521769 -0.9 1.3 -0.5 0.072
C 4.478705 1.955685 -1.712473 0.6 1.7 0.7 -0.271
C 4.477447 3.493580 -1.445020 -0.7 -1.2 -0.5 -0.066
H 4.914988 3.735585 -0.476464 0.3 0.1 -0.3 0.069
H 4.896737 4.014948 -2.305524 0.3 0.2 0.3 0.066
H 3.422552 3.760154 -1.379861 -0.1 0.2 -0.1 0.058
H 4.280602 1.774858 -2.768959 -0.7 -0.2 0.0 0.119
H 5.486129 1.570564 -1.554724 0.1 -0.1 0.2 0.104
H 3.045344 -0.190592 -0.020167 -0.4 -1.0 0.4 0.129
C -5.266585 -0.018461 2.491915 -1.0 -0.2 1.5 -0.113
O -4.880243 -0.455902 1.220747 2.0 0.0 -1.0 -0.225
P -3.321800 -0.431762 0.814641 0.2 -1.1 1.0 0.484
O -2.699402 0.880148 0.487914 -0.6 -1.3 -0.7 -0.299
O -2.582015 -1.044535 2.131898 -2.4 0.9 -0.7 -0.221
C -1.205659 -1.144369 2.115958 2.4 -0.9 0.7 -0.134
O -3.277435 -1.664366 -0.234900 -1.1 1.4 0.6 -0.200
C -4.218091 -2.774618 -0.089022 0.3 -1.1 -1.0 -0.074
H -6.098360 0.674684 2.366261 0.4 0.4 0.2 0.097
H -4.443171 0.307762 3.127277 0.0 0.6 -0.4 0.091
H -5.670345 -0.856229 3.060445 -0.1 -0.3 -0.2 0.092
H -0.659047 -0.372967 1.573505 -0.4 -0.1 -0.5 0.085
H -0.928529 -2.159102 1.830267 0.1 0.1 -0.8 0.098
H -0.760766 -1.104577 3.110240 -0.6 0.3 0.5 0.091
H -4.610500 -3.068751 -1.062476 0.5 0.4 -0.5 0.086
H -5.158756 -2.682685 0.453927 0.7 0.8 0.7 0.087
H -3.629971 -3.632398 0.237212 -0.1 0.1 0.4 0.093
```
Positions in Å, forces in eV/Å.

Record 6
ORCA calculation (ωB97M-V/def2-TZVPD) on a gas-phase ion, C7H15INO5 (charge +1).

Values from the calculation:
Total charge = +1
Energy = -1003.9643 Ha
Energy above the lowest of the compared OMol25 structures with the same formula, charge and spin = 20.4 kcal per mole
Multiplicity = 3
Gap between HOMO and LUMO (alpha / beta) = 5.204 / 6.770 eV
LUMO energy (alpha / beta) = -3.82 / -6.55 eV
<S²> = 2.012

Geometry as XYZ:
```
29
Properties=species:S:1:pos:R:3:forces:R:3:lowdin_spin:R:1
C -0.828126 -1.424429 0.938649 -1.7 0.6 -0.2 0.099
C -1.120400 -2.246154 -0.263840 3.6 -0.9 1.6 0.513
C -0.940822 0.133132 0.760689 -0.7 -0.9 0.8 0.020
C 1.990260 -0.294053 -0.356797 2.0 1.8 -1.6 0.573
C 1.176921 0.994346 -0.214445 -1.7 0.1 0.8 0.038
C 1.443563 1.756696 1.077266 0.2 -0.2 -0.2 -0.001
C -2.376780 0.673632 0.679723 0.5 0.1 0.3 0.003
N 1.923946 -0.638189 -1.831936 0.0 -0.4 0.6 0.060
O -0.218612 0.581820 -0.357997 1.2 0.4 -0.5 0.033
O 0.394395 -1.772465 1.492926 1.6 0.3 0.0 0.094
O -1.983039 -2.015540 -1.169356 -3.2 1.6 -2.4 0.253
O 1.400105 1.789890 -1.341618 0.6 -0.6 -0.1 0.019
O -3.029405 0.220176 -0.494471 -0.1 0.3 -0.1 0.000
I 4.080642 -0.100975 0.145941 -1.2 -0.5 0.0 0.184
H -1.581776 -1.708584 1.695808 0.2 0.4 0.3 0.031
H -0.521432 -3.146935 -0.386752 -0.2 0.0 0.1 0.035
H -0.518956 0.536745 1.687945 -0.2 0.0 -0.1 0.000
H 2.359466 2.327831 0.951053 0.1 0.0 0.0 0.000
H 1.578060 1.083581 1.919619 -0.1 0.0 0.1 0.000
H 0.633455 2.455344 1.280424 -0.1 -0.1 0.0 0.000
H -2.318471 1.766297 0.667158 0.0 0.0 0.0 0.000
H -2.928415 0.355567 1.572667 0.1 0.0 -0.1 0.001
H 0.945862 -0.825690 -2.079860 -0.2 -0.2 0.1 0.010
H 2.522843 -1.441480 -2.043191 -0.2 0.1 -0.1 0.002
H 2.220468 0.186518 -2.382222 -0.1 -0.2 0.2 0.011
H 1.138240 -1.401549 0.939634 -0.9 -0.7 0.5 0.017
H -2.505949 -1.155692 -1.022360 0.6 -1.1 -0.1 0.001
H 0.931301 2.627395 -1.258850 -0.1 0.0 0.1 0.002
H -3.867339 0.682778 -0.605812 0.0 -0.1 0.0 0.000
```
Positions in Å, forces in eV/Å.

Record 7
ORCA calculation (ωB97M-V/def2-TZVPD) on a molecular structure, C7H15N.

Values from the calculation:
Total charge = 0
Energy = -330.2386 Ha
Energy above the lowest of the compared OMol25 structures with the same formula, charge and spin = 143.9 kcal per mole
Gap between HOMO and LUMO = 8.079 eV
LUMO energy = 0.54 eV

Geometry as XYZ:
```
23
Properties=species:S:1:pos:R:3:forces:R:3:lowdin_charge:R:1
C -1.758585 -2.145886 -0.774111 -0.4 0.0 -0.5 -0.093
C -0.986390 -0.879898 -1.163646 -2.6 -2.7 2.1 -0.457
C -0.956132 0.124334 0.015700 0.1 -0.2 -0.4 -0.175
C 0.476314 0.196510 0.506688 -0.7 1.3 0.5 -0.274
C 0.821590 0.918154 1.622557 -0.8 -0.6 1.0 -0.165
C 2.109612 0.736527 2.380326 -0.4 0.8 -0.5 -0.070
C 1.288117 1.332736 -0.221424 2.5 -0.3 -1.9 -0.107
N -1.743215 -0.219896 -2.428167 3.3 -0.7 2.2 0.041
H -1.424884 -2.648615 0.135060 0.2 0.2 0.1 0.075
H -1.695099 -2.865024 -1.594886 0.1 -0.1 0.0 0.068
H -2.814172 -1.881050 -0.689955 0.0 0.0 0.2 0.078
H 0.033882 -1.267798 -1.289329 0.1 0.6 -0.8 0.127
H -1.631221 -0.262343 0.780178 0.1 0.1 0.2 0.108
H -1.379293 1.076931 -0.328783 0.1 0.1 0.1 0.119
H 0.151908 1.648760 2.104107 -0.3 -0.4 0.2 0.136
H 2.815163 1.562801 2.257038 0.0 0.0 0.0 0.084
H 1.763520 0.793387 3.414361 0.4 -0.4 0.2 0.083
H 2.568764 -0.208813 2.115396 0.1 0.0 0.2 0.085
H 2.352274 1.088069 -0.185938 0.0 0.2 0.0 0.083
H 1.080564 1.314163 -1.300296 -0.4 -0.3 0.1 0.092
H 1.210322 2.413343 0.007000 -0.5 -0.2 0.3 0.092
H -0.747891 0.058887 -2.184216 -0.6 2.6 -3.2 0.026
H -1.535149 -0.885279 -3.177661 -0.2 0.0 0.0 0.042
```
Positions in Å, forces in eV/Å.

Record 8
ORCA calculation (ωB97M-V/def2-TZVPD) on C7H15N in the gas phase.

Values from the calculation:
Total charge = 0
Energy = -330.4081 Ha
Energy above the lowest of the compared OMol25 structures with the same formula, charge and spin = 37.5 kcal per mole
Gap between HOMO and LUMO = 9.261 eV
LUMO energy = 1.13 eV

Geometry as XYZ:
```
23
Properties=species:S:1:pos:R:3:forces:R:3:lowdin_charge:R:1
C 1.316897 -0.754931 -1.511351 0.5 1.6 1.4 -0.263
C 1.284433 -2.043334 -2.279811 0.0 -1.2 0.1 -0.134
C -0.034797 0.011754 -1.244319 -0.9 0.9 -0.7 -0.179
N -0.658171 -0.082472 0.111853 2.0 0.5 0.4 -0.169
C -1.622094 1.019330 0.404962 0.1 -1.0 -2.0 -0.200
C -1.220160 1.655092 1.708475 -2.3 1.6 0.5 -0.225
C -0.413328 0.652247 2.456951 1.5 -0.4 -1.6 -0.164
C 0.317992 -0.048789 1.238386 0.5 0.0 0.8 -0.191
H 2.071493 -0.057534 -1.885541 -0.3 0.1 -0.7 0.100
H 1.844575 -1.010904 -0.578574 -0.7 0.1 0.2 0.088
H 0.734982 -2.812913 -1.681150 0.2 0.5 -0.7 0.092
H 2.311237 -2.401019 -2.373776 0.1 -0.1 0.3 0.067
H 0.960636 -2.049264 -3.320697 -0.6 0.4 0.1 0.068
H -0.690641 -0.452933 -1.999333 -0.4 0.1 0.5 0.100
H -0.159818 1.154678 -1.542978 1.4 -1.9 0.3 0.128
H -2.530712 0.401620 0.402726 -0.5 1.2 0.4 0.117
H -1.631728 1.755866 -0.444780 -0.2 -0.6 0.7 0.109
H -2.140082 1.824566 2.266581 -0.2 0.2 0.1 0.102
H -0.843906 2.707500 1.607181 0.4 -1.2 -0.1 0.126
H -1.026889 -0.071336 2.970499 -0.3 -0.1 0.2 0.103
H 0.241303 1.170090 3.161496 0.2 -0.5 -0.1 0.108
H 1.268673 0.502075 1.044121 -0.6 0.0 -0.2 0.116
H 0.620107 -1.069389 1.489079 0.0 0.0 0.0 0.102
```
Positions in Å, forces in eV/Å.

> energy of number 4 (C7H15Cl4NbP)?

-2514.6541 Ha

> Which value of energy does entry 8 give?

-330.4081 Ha